Formula: C46H38DyN8O9S3
Source: the OMol25 dataset
Level of theory: ωB97M-V/def2-TZVPD

Structure (XYZ):
```
105
Properties=species:S:1:pos:R:3:mulliken_spin:R:1
Dy -0.061 1.355 0.118 4.929
O -1.497 1.090 -2.011 0.002
C -2.183 1.951 -2.543 -0.001
C -1.721 3.262 -2.929 0.000
C -2.374 3.958 -3.932 0.000
C -1.832 5.124 -4.458 0.000
C -0.638 5.646 -3.910 0.000
C -0.033 5.034 -2.863 0.000
C -0.528 3.805 -2.299 -0.003
O 0.052 3.253 -1.336 0.013
N -2.435 5.764 -5.552 0.000
O -3.478 5.303 -6.008 0.000
O -1.883 6.754 -6.025 0.000
H -3.229 1.717 -2.836 0.000
H -3.295 3.572 -4.351 0.000
H -0.236 6.548 -4.347 0.000
H 0.866 5.440 -2.424 0.000
C -4.821 -12.190 -1.703 0.000
O -5.051 -11.374 -0.582 0.000
C -4.487 -10.130 -0.568 0.000
C -4.758 -9.350 0.557 0.000
C -4.259 -8.072 0.666 0.000
C -3.463 -7.528 -0.349 0.000
C -3.184 -8.321 -1.464 0.000
C -3.684 -9.602 -1.576 0.000
C -2.923 -6.194 -0.279 0.000
N -2.122 -5.656 -1.177 0.000
C -1.860 -4.398 -0.742 0.000
C -2.524 -4.158 0.464 0.000
N -3.191 -5.316 0.743 0.000
C -2.463 -2.920 1.146 0.001
C -3.141 -2.632 2.337 0.000
C -3.015 -1.381 2.890 -0.001
C -2.210 -0.431 2.247 -0.001
N -1.566 -0.678 1.126 0.008
C -1.672 -1.893 0.560 0.000
C -0.967 -2.133 -0.683 -0.003
N -0.229 -1.133 -1.193 0.007
C 0.365 -1.314 -2.354 -0.001
C 0.284 -2.488 -3.101 0.000
C -0.437 -3.543 -2.586 0.000
C -1.072 -3.380 -1.353 0.000
H -5.364 -13.115 -1.518 0.000
H -3.756 -12.417 -1.823 0.000
H -5.196 -11.728 -2.622 0.000
H -5.367 -9.774 1.339 0.000
H -4.492 -7.501 1.552 0.000
H -2.567 -7.903 -2.244 0.000
H -3.443 -10.184 -2.450 0.000
H -3.791 -5.478 1.534 0.000
H -3.761 -3.388 2.800 0.000
H -3.533 -1.117 3.798 0.000
H -2.115 0.566 2.663 0.000
H 0.932 -0.471 -2.721 0.001
H 0.775 -2.551 -4.061 0.000
H -0.534 -4.486 -3.101 0.000
O 1.884 2.864 0.831 0.006
S 2.627 4.130 0.712 -0.001
C 1.538 5.519 1.277 0.000
C 1.289 5.680 2.735 0.000
C 0.902 4.575 3.489 0.001
C 0.573 4.720 4.824 0.000
C 0.602 5.972 5.414 0.000
C 1.000 7.073 4.675 0.000
C 1.356 6.928 3.346 0.000
C 3.850 4.134 2.158 0.000
C 4.458 2.786 2.282 0.000
C 5.639 2.466 1.619 0.000
C 6.201 1.209 1.748 0.000
C 5.580 0.250 2.532 0.000
C 4.393 0.552 3.178 0.000
C 3.833 1.811 3.051 0.000
H 0.570 5.289 0.803 0.000
H 1.959 6.424 0.840 0.000
H 0.809 3.614 3.006 0.000
H 0.275 3.855 5.397 0.000
H 0.303 6.092 6.445 0.000
H 1.024 8.050 5.140 0.000
H 1.645 7.800 2.774 0.000
H 3.293 4.406 3.051 0.000
H 4.587 4.897 1.921 0.000
H 6.124 3.214 1.006 0.000
H 7.129 0.974 1.241 0.000
H 6.015 -0.734 2.631 0.000
H 3.895 -0.200 3.770 0.000
H 2.901 2.038 3.547 0.000
C 5.670 1.051 -1.734 0.000
N 4.269 1.295 -1.926 0.000
C 3.697 1.911 -3.003 -0.001
C 2.353 1.903 -2.773 -0.003
N 2.093 1.297 -1.581 0.012
C 3.263 0.950 -1.097 -0.002
H 6.101 0.607 -2.635 0.000
H 5.797 0.369 -0.895 0.000
H 6.199 1.982 -1.512 0.000
H 4.282 2.285 -3.820 0.000
H 1.561 2.286 -3.387 0.000
H 3.414 0.448 -0.161 0.001
N 2.147 -0.929 1.773 0.004
C 1.420 -0.181 1.256 0.013
O -0.591 2.283 2.038 0.017
S -1.910 2.814 1.559 0.000
O -2.216 2.064 0.313 0.002
O -2.934 2.645 2.578 0.000
S -1.696 4.719 1.098 0.000
```

Results
Multiplicity = 6
E_tot = -4970.77027 hartree
Total charge = -1
HOMO-LUMO gap = 6.33 eV
Energy above the lowest of the compared OMol25 structures with the same formula, charge and spin = 0.2 kcal per mole
HOMO level = -4.623 eV